1.
C60H92N4O35 | wB97M-V/def2-TZVPD

Structure (XYZ):
```
191
Properties=species:S:1:pos:R:3
C -0.5739 8.3968 -5.6619
C -0.1566 7.0867 -5.8016
C -0.4435 6.0985 -4.8621
C -1.2835 6.4768 -3.8230
C -1.9438 7.7449 -3.7622
C -1.5207 8.7119 -4.6587
N -1.5572 5.4588 -2.7461
O -1.0726 4.3209 -2.8185
O -2.3971 5.8321 -1.9505
H -0.2415 9.1510 -6.3599
H 0.5879 6.8312 -6.5411
H -0.0508 5.0926 -4.8409
H -2.5982 8.0047 -2.9432
H -1.8607 9.7308 -4.5461
C 4.8644 -3.0795 2.4763
C 4.3036 -4.1090 3.1642
C 4.9333 -5.3562 3.1508
C 6.1425 -5.5294 2.5774
C 6.7479 -4.5166 1.8362
C 6.1025 -3.2370 1.7877
N 6.8871 -6.8118 2.7720
O 6.4213 -7.6624 3.4944
O 8.0825 -6.8622 2.3973
H 4.3698 -2.1244 2.3779
H 3.5405 -3.8239 3.8733
H 4.4526 -6.1031 3.7652
H 7.7536 -4.6278 1.4587
H 6.5429 -2.4591 1.1817
C -1.1277 1.8889 -0.5241
C -2.0449 1.0056 0.0816
C -1.5430 -0.1204 0.6769
C -0.1965 -0.3425 0.7921
C 0.6922 0.5977 0.2310
C 0.2200 1.7729 -0.3973
N 0.2547 -1.4649 1.5923
O 1.3263 -1.3924 2.1003
O -0.5041 -2.4011 1.8086
H -1.4974 2.8460 -0.8612
H -3.0846 1.1867 -0.1481
H -2.2584 -0.7137 1.2270
H 1.7450 0.3568 0.2322
H 0.9838 2.3689 -0.8746
C 1.5013 -0.0375 -3.5499
C 0.1230 0.0185 -3.8553
C -0.4320 -0.6620 -4.8640
C 0.3257 -1.4307 -5.6473
C 1.7270 -1.5974 -5.4128
C 2.2929 -0.8631 -4.3516
N -0.3847 -2.1330 -6.7300
O -1.6180 -2.1197 -6.6600
O 0.3296 -2.5681 -7.5625
H 1.8886 0.5320 -2.7180
H -0.5857 0.6287 -3.3151
H -1.5056 -0.5505 -4.8996
H 2.3174 -2.3318 -5.9406
H 3.3388 -0.9295 -4.0904
C -4.2556 -2.0174 -1.0696
C -4.9280 -2.8802 -2.1486
O -4.5432 -2.4302 -3.4257
C -4.8999 -3.1083 -4.4255
O -5.4989 -4.1921 -4.4800
O -4.5445 -2.4986 -5.4914
C -4.8565 -2.9946 -6.7841
H -4.1155 -1.0250 -1.4982
H -3.2710 -2.4135 -0.8209
H -4.7707 -2.0824 -0.1112
H -6.0060 -2.7193 -2.1329
H -4.6902 -3.9139 -1.8975
H -4.3921 -2.4501 -7.6063
H -5.8939 -3.1354 -7.0875
H -4.3350 -3.9434 -6.9102
C 4.4857 8.0535 3.2587
C 4.9446 8.8254 2.1301
O 4.1427 8.4977 1.0007
C 4.6434 7.8460 -0.0681
O 5.8017 7.7067 -0.2961
O 3.6538 7.4201 -0.7415
C 3.9042 6.6687 -1.9557
H 3.4284 8.1970 3.4813
H 5.0550 8.4144 4.1153
H 4.7491 7.0089 3.0926
H 5.9346 8.4260 1.9102
H 4.9953 9.8942 2.3382
H 3.1930 6.8036 -2.7706
H 4.2269 5.6299 -1.8870
H 4.6705 7.1209 -2.5854
C 3.2185 0.8436 4.2907
C 3.6169 1.5517 2.9760
O 2.5996 2.4150 2.5961
C 2.8519 3.3852 1.6938
O 3.8583 3.5424 1.0243
O 1.6628 4.0704 1.5763
C 1.4076 5.1505 0.7156
H 2.1609 0.5816 4.3213
H 3.5722 1.4165 5.1478
H 3.6911 -0.1191 4.4857
H 3.7812 0.7181 2.2932
H 4.5060 2.1415 3.1992
H 0.3668 5.1096 0.3945
H 1.8454 5.0524 -0.2778
H 1.6994 6.0925 1.1800
C -1.3927 2.2529 3.8128
C -1.5884 3.5394 2.9601
O -2.9457 3.6267 2.6670
C -3.4218 4.7848 2.0837
O -2.7934 5.7592 1.8229
O -4.7219 4.6614 2.1113
C -5.6331 5.6778 1.7645
H -0.6552 2.5724 4.5490
H -0.9404 1.4237 3.2687
H -2.3521 1.9156 4.2051
H -0.9061 3.5600 2.1102
H -1.1479 4.3268 3.5717
H -6.1328 6.0599 2.6546
H -6.3168 5.1380 1.1092
H -5.2809 6.5124 1.1583
C -1.1647 -5.6788 5.9970
C -0.4819 -6.2917 4.8250
O 0.2418 -7.4327 5.0450
C 1.6099 -7.5451 5.0302
O 2.4369 -6.6847 4.9748
O 1.9110 -8.8727 5.1099
C 3.2495 -9.3764 4.9582
H -0.5575 -5.4392 6.8700
H -1.9058 -6.4177 6.3020
H -1.7024 -4.7887 5.6705
H 0.1557 -5.6068 4.2660
H -1.3288 -6.5907 4.2073
H 3.3993 -9.2334 3.8880
H 3.1323 -10.4202 5.2496
H 3.9269 -8.8399 5.6225
C 2.3980 -6.5662 1.5449
C 1.8231 -7.5433 0.5887
O 1.2313 -6.9059 -0.6247
C 0.0031 -6.2482 -0.4729
O -0.5212 -5.5910 -1.3704
O -0.6259 -6.4397 0.7788
C -1.9680 -5.9858 1.0238
H 3.3298 -6.3289 1.0315
H 2.4582 -7.1333 2.4738
H 1.8902 -5.6177 1.7200
H 1.0827 -8.2318 0.9961
H 2.4402 -8.3461 0.1852
H -2.3218 -6.3110 2.0022
H -2.5005 -6.3978 0.1666
H -2.1226 -4.9082 1.0772
C 2.8448 -3.0616 -0.7240
C 4.1813 -2.2491 -1.0632
O 3.8877 -0.8631 -1.2585
C 4.8248 0.1472 -1.1522
O 5.9525 0.0127 -0.5888
O 4.3268 1.2951 -1.6504
C 5.1976 2.3823 -1.6740
H 2.5038 -3.3099 0.2811
H 2.8082 -4.0457 -1.1912
H 1.9584 -2.6151 -1.1745
H 4.7786 -2.6362 -1.8887
H 4.9132 -2.2802 -0.2561
H 5.9302 2.1965 -2.4595
H 5.7812 2.4861 -0.7593
H 4.7602 3.3802 -1.7035
C -7.6405 0.1309 -3.1161
C -6.1243 0.3889 -3.3676
O -5.7048 1.7404 -3.4446
C -4.4266 2.1195 -3.7617
O -3.5247 1.3165 -4.0193
O -4.4340 3.3499 -4.1029
C -3.4772 3.7790 -5.1186
H -7.8165 -0.9420 -3.1934
H -8.2960 0.6384 -3.8238
H -8.0291 0.3216 -2.1157
H -5.8071 -0.1357 -4.2688
H -5.4620 -0.1395 -2.6818
H -3.8864 3.5114 -6.0929
H -2.5336 3.2495 -5.2504
H -3.3642 4.8610 -5.0511
C -2.1698 -1.3401 4.7931
C -3.5031 -1.7272 4.1431
O -4.1294 -0.5714 3.5498
C -5.1202 -0.6738 2.6300
O -5.7296 -1.6540 2.2616
O -5.0834 0.5606 2.0625
C -5.9576 0.9074 0.9518
H -1.6062 -0.8788 3.9822
H -1.5049 -2.1680 5.0392
H -2.2570 -0.5780 5.5675
H -4.1676 -2.0382 4.9493
H -3.4570 -2.5857 3.4731
H -5.8191 1.9405 0.6331
H -6.9730 0.8071 1.3351
H -5.9168 0.0937 0.2277
```

Properties
**HOMO energy**: -9.5 eV
**E_LUMO**: -1.1 eV
**Kohn-Sham gap**: 8.444 eV
**Spin multiplicity**: 1



2.
CCeO3 | wB97M-V/def2-TZVPD

Structure (XYZ):
```
5
Properties=species:S:1:pos:R:3
O 0.3800 -0.0526 0.4590
Ce 2.8276 0.3478 -0.1600
C -0.9248 0.0602 0.0575
O -1.7971 0.7901 -0.1617
O -0.4857 -1.1455 -0.1949
```

Properties
**HOMO energy (spin up / spin down)**: -25.3 / -25.3 eV
**E_LUMO (spin up / spin down)**: -20.4 / -19.8 eV
**Kohn-Sham gap (spin up / spin down)**: 4.882 / 5.537 eV
**Spin multiplicity**: 2
**Net charge**: +3



Question: Among the records above, which one has the highest spin multiplicity?
Answer: CCeO3